88
Properties=species:S:1:pos:R:3:lowdin_spin:R:1 method="wB97M-V/def2-TZVPD" total_charge=-1 multiplicity=3 e_above_lowest_kj_mol=49.6
C 0.2578 -2.2906 4.1814 0.00
H 1.2827 -3.6589 -2.8978 0.00
Cl 0.8616 -1.3961 -0.6906 0.08
H -1.9862 -1.8772 -2.6093 0.00
C 0.6703 -0.9276 6.1215 0.00
H -1.9789 1.0240 -0.0808 0.00
H -0.2808 -3.1508 3.7738 0.00
H -2.3381 1.0124 -3.0753 0.00
H 2.0320 -3.7551 1.2971 0.00
H -1.6536 3.5871 1.7149 0.00
H 1.5562 0.2667 -2.7561 0.00
H -1.8190 1.1826 5.2325 0.00
H 2.9916 2.1598 -2.5298 0.00
C 0.8759 2.3033 -2.8893 0.00
Cl 2.4383 -1.0972 2.1226 0.24
H 1.2249 6.0057 -1.6938 0.00
Cl -1.2240 -3.6286 1.0734 0.10
C 2.1093 2.8015 -2.4538 0.00
H 1.8659 -5.1558 -2.1763 0.00
H 0.9356 -5.0893 1.7577 0.00
C -0.7271 -5.5965 -1.0169 0.00
Pt 0.2364 -1.1579 1.4506 1.39
N -2.7384 -0.2904 -1.4703 0.02
H -1.0831 5.2312 2.1715 0.00
C 0.3255 0.2109 4.0431 0.00
H 0.4389 -0.8459 7.1880 0.00
C -1.7451 -1.0060 3.7030 0.00
H -0.2805 -6.1765 -1.8452 0.00
Si 0.3666 -4.1296 -0.4794 0.00
C -0.1262 4.4339 -2.2948 0.00
C 1.6440 -4.0923 -1.9522 0.00
H -1.1865 4.7819 0.4529 0.00
H 1.6959 5.4037 0.7534 0.00
H -3.1192 -2.3413 -1.2788 0.00
O -1.8257 -0.9279 0.5528 0.07
C -1.4100 -2.0833 5.8793 0.00
H -1.1805 2.7783 -3.2645 0.00
H 2.2128 -1.1144 -5.9796 0.00
H 2.3616 4.4046 2.0924 0.00
H -1.5293 0.2525 6.7806 0.00
C -0.9621 4.4017 1.4663 0.00
C -3.1037 0.8240 -2.3164 0.00
H -2.1650 -0.1301 3.2003 0.00
H -1.0088 5.0615 -2.1546 0.00
H 2.9081 -0.9388 -4.3465 0.00
O -0.2543 0.0597 -3.3190 0.00
C 1.1219 4.9447 -1.9493 0.00
C 1.5102 -4.6460 0.9292 0.00
C -2.8967 -1.6131 -2.0566 0.00
H -4.0452 0.5956 -2.8239 0.00
C -2.1402 -0.0488 -0.2988 0.02
H 0.9244 2.3796 -5.7169 0.00
C 1.9768 -0.8567 -4.9344 0.00
H 2.5910 -3.5958 -1.6621 0.00
C 1.0426 1.3049 -5.8597 0.00
C 0.8365 0.8128 -3.3941 0.00
C 1.4646 4.9197 1.7176 0.00
N 0.0377 -2.1629 5.6251 0.00
H -0.8914 -6.2942 -0.1784 0.00
H 1.7982 2.5060 1.0208 0.00
N 0.4115 3.9239 1.5673 0.00
H -3.7227 -1.5511 -2.7753 0.00
C 1.3717 0.5127 -4.8195 0.00
H 0.0979 1.4486 -7.7849 0.00
H 1.7559 -0.9513 5.9344 0.00
H -3.2123 1.7086 -1.6824 0.00
H 1.2559 -1.5878 -4.5213 0.00
C -1.3780 0.2862 5.6983 0.00
O -0.1454 1.7814 0.9807 0.02
H 3.1865 4.4769 -1.5981 0.00
H -1.5364 -1.8781 6.9399 0.00
N 0.0830 0.2841 5.4836 0.00
C 2.2341 4.1032 -1.9659 0.00
H -1.8925 -3.0174 5.5798 0.00
H 1.4016 0.2159 3.8572 0.00
H -0.1576 1.0665 3.5540 0.00
H 1.5898 0.4795 -7.8012 0.00
H 1.3203 -2.4096 3.9643 0.00
N -0.2638 -1.0509 3.4416 0.04
H 0.1035 -0.1747 -7.0810 0.00
H -1.7205 -5.2411 -1.3399 0.00
H 1.1284 5.6843 2.4341 0.00
C -0.2440 3.1396 -2.8390 0.00
N -2.0242 -0.9312 5.1488 0.00
H 2.2229 -5.3858 0.5491 0.00
H -2.1719 -1.9166 3.2757 0.00
C 0.7037 0.7403 -7.2094 0.00
C 0.7067 2.6693 1.1524 0.00



77
Properties=species:S:1:pos:R:3:mulliken_charge:R:1 method="wB97M-V/def2-TZVPD" total_charge=-1 multiplicity=1 e_above_lowest_kj_mol=36.7
H -0.3933 5.0782 -1.1942 0.40
C -1.3227 -0.2911 -4.4880 -0.89
H 2.8299 3.6309 1.3619 0.36
C -0.2706 -2.1596 3.3537 0.14
H 1.4521 -3.5418 -0.1617 0.25
H -0.6859 2.7767 -2.0519 0.51
H 0.3821 0.3103 -3.2623 0.24
C -1.4221 -2.6136 -3.4398 -1.06
H -2.8008 -0.1631 0.6001 0.41
H -2.9572 3.4800 1.2028 0.35
H 0.9383 -4.4536 1.9159 0.41
C 2.9894 0.0706 1.8434 -1.59
C -1.9652 -0.5199 1.1949 0.34
C 3.5709 -0.5870 -0.5030 -1.14
H 3.2793 1.1262 1.6503 0.55
C 1.5004 -0.0635 1.4887 2.94
H -3.2393 1.3124 0.2828 0.19
C -3.1112 3.3980 0.1211 -0.89
H -1.4828 0.1180 2.0056 0.04
H -0.4642 4.4882 0.4655 0.27
H -0.0513 -1.9580 -4.9961 0.32
H -1.2832 -2.6208 -1.3114 -0.30
H 1.9390 -2.0915 3.4460 0.26
H -4.1828 3.4946 -0.0675 0.42
C -1.1356 1.8442 -0.1420 0.88
H -1.0477 1.3350 -3.0710 -0.28
H -0.2473 -1.0554 3.4150 -0.16
H 2.7246 -3.9081 2.2784 0.38
C 3.8176 -0.8958 0.9642 -0.87
H 4.1532 -1.2575 -1.1362 0.57
H 1.1952 -1.1010 1.6904 -0.77
H -1.5815 -3.6404 2.4948 0.31
C -1.0921 -1.7896 -4.6882 -0.73
H 1.8677 -0.7729 -1.9163 0.19
H -0.9144 0.2703 -5.3347 0.43
H 1.8305 -1.7992 -0.4817 -0.49
H 1.6600 4.2911 2.5711 0.50
C -0.7182 0.2847 -3.1910 -0.15
H -2.1336 -2.4649 0.6725 -0.19
C -0.8385 4.3184 -0.5481 -0.63
C 1.2383 0.1842 0.0026 0.50
H 3.8129 0.4433 -0.7156 0.35
C 2.3092 -3.7143 0.5148 -1.58
Lu 2.0074 1.6890 3.3562 0.48
C -2.3473 4.5076 -0.5797 -0.84
H -2.5137 -2.6315 -3.3220 0.39
C -1.6533 -2.5672 2.7404 -0.85
C -0.4099 2.9087 -0.9952 -0.92
P -0.6384 0.0480 -0.3039 -0.79
H 1.5420 1.1994 -0.2848 0.76
H -2.9117 1.8118 -1.3755 0.23
C 2.0813 -0.7990 -0.8149 0.03
H 4.8774 -0.8087 1.2149 0.48
H -2.2671 -0.4682 -1.8716 0.93
H -0.8453 1.9852 0.9145 -0.05
H -1.7256 -2.1435 -5.5085 0.39
H 0.7672 0.6269 2.0526 -1.29
H 1.0678 3.3014 1.2111 0.51
C 1.9105 3.4338 1.9247 -1.81
H 3.4840 -1.9249 1.1849 -0.11
H 0.6854 2.8020 -0.9498 0.11
C -1.1613 -0.5696 -1.9671 0.34
H -2.6812 4.5629 -1.6156 0.33
H 1.2041 -3.5285 3.8352 0.38
H -0.4244 -2.4340 4.4229 0.59
H -2.3580 -2.4529 3.5623 0.36
C 1.7829 -3.7573 1.8337 -0.33
H -2.4055 -0.1087 -4.4692 0.31
C -0.8235 -2.0670 -2.1458 -0.06
Cl -0.3819 1.7165 3.8052 -0.54
H -1.0959 -3.6507 -3.5661 0.44
C -2.6547 2.0224 -0.3174 -0.66
H -2.6096 5.4544 -0.1208 0.41
H 0.2705 -2.2197 -2.1339 0.31
H 3.1272 -0.1863 2.9158 0.45
C -2.2084 -1.7907 1.4706 -1.30
C 1.1597 -2.7542 3.0606 -0.48



91
Properties=species:S:1:pos:R:3:mulliken_charge:R:1 method="wB97M-V/def2-TZVPD" total_charge=-1 multiplicity=1
I 4.0331 -3.2631 1.8187 0.05
C 5.8027 -5.1986 8.6026 -0.18
O 5.9585 -5.7448 7.2885 -0.36
H -4.6215 4.5970 -4.8454 0.25
H 4.3870 -4.0130 9.7239 0.35
C -3.2325 3.7827 -6.2557 -1.18
H -2.0424 2.7742 -1.6536 0.34
C 0.7113 -0.6570 0.0553 -0.95
C 0.9407 5.2948 1.2359 -0.18
O -5.4129 2.8962 -5.6348 -0.42
H -1.2796 6.6560 -2.8066 0.29
C 1.9139 -6.2858 3.1555 -0.42
C -4.2983 7.2060 -6.5307 -0.84
H 3.5441 -8.2243 -0.1967 0.24
H -2.1938 1.2335 -0.7939 0.24
H -2.4039 4.4071 -5.9138 0.30
C -2.0971 2.3125 -0.6654 -0.75
H 0.1981 -1.3910 -0.6645 0.26
H 0.5978 -3.7328 -0.3244 -0.01
I 3.2554 -1.9348 -1.1032 0.00
H 0.4549 6.9895 2.4845 0.37
O -6.3956 1.0520 -6.2432 -0.35
C -2.2561 6.8377 -2.3493 0.11
H -2.9686 2.6770 -0.1176 0.31
H -1.6321 8.4729 -1.0837 0.35
O -0.9114 2.5572 0.0892 -0.22
H -0.0186 -3.8822 3.2998 0.03
H -0.9600 6.1453 1.8372 0.28
H -1.8310 -5.6167 2.0257 0.28
H -5.1345 6.7494 -7.0629 0.26
C -4.2668 3.6156 -5.1585 0.11
H 6.6939 -4.6359 8.8952 0.31
H 4.6128 -3.4728 8.0534 0.31
H -0.9580 -6.1155 0.4125 0.25
H 1.4842 -5.8322 4.1166 0.24
H -7.3280 -0.6880 -6.7712 0.22
H -3.6823 4.2403 -7.1411 0.25
C 2.7746 -7.5871 3.3321 -0.33
H -0.9177 -2.4492 1.4330 0.05
H 0.9289 0.2846 -0.5824 0.30
C -0.5849 3.8550 0.1839 0.69
H 2.6489 -0.2398 1.0597 0.41
O 0.4805 3.9607 0.9910 -0.33
H 6.0266 -4.0045 3.8587 -0.02
C -3.1809 7.0133 -4.5025 0.72
C 4.5473 -4.3520 8.6980 -1.10
C 6.4083 -4.8891 6.3561 0.76
C -6.3249 -0.3467 -6.5109 -0.63
O -4.2648 6.6549 -5.2162 -0.29
C 2.2598 -6.3899 0.5199 -0.44
H 1.9480 5.2066 1.6500 0.30
O -2.2636 7.6865 -4.9071 -0.56
H -4.4664 8.2836 -6.4782 0.32
C -2.3848 8.2634 -1.8466 -1.25
H -2.2586 8.9834 -2.6587 0.34
H 2.9395 -8.0378 4.3647 0.28
C 2.0444 -2.3270 1.7364 -0.82
C -5.2546 1.5695 -5.7527 0.73
H 6.9740 -5.3551 3.2115 0.27
H -1.4593 -3.7524 -1.2959 0.31
C -1.4270 -5.2545 1.0227 -0.39
C 3.3880 -8.3367 2.1061 -0.47
H 7.7651 -4.1810 4.2754 0.30
C 6.8298 -4.7106 4.0799 -0.41
C 0.0480 6.0071 2.2348 -1.10
H -0.0126 -0.3080 0.8731 0.25
H -3.3784 8.4331 -1.4234 0.33
H 1.0253 5.8522 0.2987 0.28
O -1.9910 -4.5666 -1.0902 -0.40
H -2.3499 6.1486 -1.5074 0.19
O 6.4606 -5.5383 5.1826 -0.33
H -5.9878 -0.9032 -5.6340 0.30
O -4.2558 0.9449 -5.4892 -0.55
C 3.1058 -7.6703 0.7109 -0.34
H -3.3794 6.9858 -7.0780 0.35
Nb 0.3166 -3.7984 1.4856 -0.49
C 1.6159 -5.6446 1.7490 0.72
H -3.8448 3.1290 -4.2746 0.29
O -2.3841 -4.5037 0.2129 -0.20
C 2.1280 -1.1635 0.6030 -0.27
O -3.3138 6.5160 -3.2655 -0.31
H 3.6742 -4.9218 8.3703 0.29
H 2.0788 -5.9837 -0.5302 0.24
H -2.8271 2.8178 -6.5685 0.43
H 3.9934 -9.2917 2.2258 0.32
H -5.6638 -0.5301 -7.3604 0.29
H -0.0495 5.4185 3.1505 0.32
H 1.9084 -1.7801 2.7470 0.41
H 5.7191 -6.0476 9.2860 0.28
O -1.1699 4.7708 -0.3487 -0.61
O 6.6942 -3.7286 6.5336 -0.57



86
Properties=species:S:1:pos:R:3:mulliken_charge:R:1 method="wB97M-V/def2-TZVPD" total_charge=+1 multiplicity=1
H -2.3011 1.4338 -0.2091 0.44
C -5.3103 1.4669 2.5027 -0.89
O 2.4037 -3.9356 0.9867 -0.46
C 0.0667 0.1325 -2.2239 -2.56
H 3.4270 -0.8116 2.9879 0.35
S -5.0176 2.3699 -1.9427 -0.22
C -6.4367 2.2887 -0.9117 -0.02
H -1.0423 1.1036 1.4535 -0.07
C 6.5264 1.2218 0.6213 -0.05
N 1.2071 -0.8477 -2.2637 0.66
O 6.2764 0.8196 -0.7293 -0.30
H 4.4194 1.4394 -3.1970 0.53
C -4.1690 0.7937 -1.7348 0.07
C 0.6667 2.1912 1.9554 -1.24
H 1.7120 -0.7672 3.0516 0.33
C -5.2205 2.1033 1.1159 0.52
H 1.1561 -6.2745 1.1449 0.39
C 7.9613 1.1101 0.9232 -1.47
C -2.7548 0.8885 -2.2294 -1.36
H 2.7453 1.1106 1.6903 -0.05
H -0.3180 -2.9067 -0.1713 0.92
H -0.6041 -0.1264 -3.0028 0.47
C -0.2276 -2.0833 -0.8335 -1.63
H -0.0176 -5.6946 0.0719 0.35
H 8.1648 1.4898 1.8888 0.43
H 8.5491 1.6349 0.2123 0.37
H -2.6474 -0.5388 0.8004 0.29
C 5.5352 1.6263 -1.4379 0.21
N -0.8433 -0.9503 -0.1986 0.47
S -7.7755 2.8958 -1.4752 -0.18
O 1.4659 -4.1674 -0.9690 -0.45
H 0.4549 1.0824 -2.4678 0.62
H 2.6013 -0.1500 4.3789 0.42
H -1.3453 2.1523 -1.3641 1.06
H -2.5518 -0.0567 -2.6831 0.50
O 0.3292 1.0479 -0.1029 -0.33
O 5.6311 2.7529 -1.4545 -0.48
C 4.5753 0.9136 -2.2932 -1.04
H -2.8247 -1.4553 -0.6958 0.47
H 8.2231 0.0837 0.9491 0.34
H -2.7002 1.6147 -2.9930 0.42
C -6.6992 0.3553 0.4248 -0.16
C 0.6545 -5.4001 0.8370 -1.23
H 6.0374 0.5137 1.2377 0.16
C -2.2138 -1.2559 0.1591 -1.65
H -7.6112 0.1493 -0.0571 0.58
H 2.2088 -3.0643 -2.4237 0.37
H -4.6734 0.0657 -2.3175 0.82
C 1.2174 -1.7501 -1.0927 0.72
H 3.3913 1.7012 3.1690 0.48
H -6.2257 -0.8020 2.1820 0.41
C -6.8953 -0.0096 1.9050 -0.77
H -5.0652 2.1978 3.2273 0.41
N -6.4044 1.7630 0.3707 0.05
H -2.1987 -2.1636 0.7083 0.61
H -0.7316 -2.3463 -1.7557 0.03
H 5.0322 -0.0297 -2.5084 0.53
C -0.6134 0.3053 -0.9010 1.80
C 2.5971 -0.2380 3.3199 -1.33
H -4.6310 0.6436 2.6154 0.39
H -7.8802 -0.3377 2.1009 0.35
H -5.9156 -0.2708 0.0404 -0.05
H 0.0717 -4.9653 1.6073 0.32
H -4.2982 1.7800 0.6560 -0.59
H 2.7724 1.5097 -1.4220 0.23
H -5.1595 3.1593 1.2277 0.68
C 3.2524 0.5879 -1.6085 0.59
C -1.7897 1.2284 -1.0996 -1.64
H 3.4646 0.0816 -0.6971 0.23
H 3.0366 -2.8321 -0.9611 0.60
C 2.0667 -2.9802 -1.3719 -1.17
C 2.5469 -0.2182 -2.6192 -1.55
H 1.0359 -1.4563 -3.0524 0.59
C 0.0059 1.0226 1.2771 0.67
H -4.2115 0.4403 -0.7444 -0.87
H 1.2692 2.6985 1.2353 0.44
H 1.5714 -1.2753 -0.2121 0.01
H -0.0399 2.9065 2.2878 0.43
H 6.1477 2.1835 0.8469 0.46
H 0.3672 0.1615 1.7756 0.21
O 1.4084 1.7990 3.0582 -0.47
C 1.6045 -4.4207 0.3369 0.87
C 2.6079 1.1275 2.7538 0.12
H 3.1764 -1.0159 -2.9323 0.54
O -6.6080 1.0613 2.7353 -0.45
H 2.3308 0.3877 -3.4689 0.43



78
Properties=species:S:1:pos:R:3:lowdin_spin:R:1 method="wB97M-V/def2-TZVPD" total_charge=+1 multiplicity=5 e_above_lowest_kj_mol=163.0
H -3.8898 0.5425 -1.0392 0.00
H 0.1250 1.0668 4.5367 0.00
H 0.3182 2.6496 3.6947 0.00
C -0.0408 -2.8585 2.6896 0.00
H -1.8679 -3.4436 -1.5150 0.00
H 2.7940 0.8640 -3.2062 0.00
H -3.5366 -0.3823 -3.1422 0.00
O 0.2076 2.8760 0.6501 0.21
H 3.2504 0.4412 -0.7406 0.02
C 3.4461 -0.5134 -0.2163 0.04
P -1.4011 1.3159 2.6740 0.57
H -3.0826 2.0367 -1.5495 0.00
H -3.1299 0.6360 4.2077 0.02
H -1.5065 1.5026 0.1283 0.02
C -1.3813 -0.3754 -3.0213 0.05
C 2.0769 -2.6812 -1.9209 0.00
H 2.9132 -2.0629 -2.2492 0.00
H -2.0412 -0.7491 3.7776 0.00
C 0.0972 -4.2551 -0.0695 0.05
H -3.2074 2.4838 1.5158 0.00
H -0.8948 2.2575 -2.6753 0.00
H -1.8378 3.5717 1.9098 0.00
C 2.5240 2.5355 1.1087 0.03
H 1.6264 -0.9651 3.6115 0.00
H 2.6569 4.0642 -1.2366 0.00
H 1.6641 0.5442 2.6568 0.01
H -0.7953 -0.0937 -3.9030 0.01
C 1.5136 -2.1504 -0.6514 0.04
H 2.1869 2.7322 2.1369 0.00
C 0.6500 -2.9163 0.2275 0.30
C -1.8272 0.6634 -0.5075 0.06
H -2.9853 3.0598 3.2155 0.02
H 3.0561 1.5789 1.0685 0.01
H -1.0999 2.3817 4.7929 0.02
H 0.0805 -4.4658 -1.1465 0.00
H 2.6506 3.5696 -2.9830 0.00
C 1.6298 -1.2567 1.4993 0.20
H 2.4414 -3.7033 -1.7491 0.00
C -2.2423 -2.4231 -1.6572 0.01
H -0.4905 -2.3380 -3.0352 0.01
H 3.1327 -0.4586 2.8049 0.01
H 3.2527 3.3164 0.8158 0.01
C 1.7099 0.8982 -3.0614 0.14
H 1.2578 1.2908 -3.9831 0.01
H -0.9139 -4.3809 0.3418 0.01
C 2.0337 -0.4936 2.7028 0.03
H -3.1622 -2.5107 -2.2512 0.00
C -0.4085 1.9149 4.0776 0.09
H -1.2946 -0.6006 1.1099 0.03
H -0.0857 -2.1003 3.4829 0.00
C -1.6598 -0.6373 0.0699 0.07
H -0.5581 3.5968 -1.5346 0.00
H 3.6582 2.6636 -1.7869 0.00
H 1.3389 -0.1385 -2.9295 0.01
H -2.4391 -2.5644 0.4957 0.00
C -2.5901 0.1273 3.3998 0.08
H 1.3438 -2.7064 -2.7348 0.00
H -1.0711 -3.1779 2.4449 0.00
H 0.4926 -3.7403 3.0934 0.00
C -2.4731 2.7561 2.2905 0.06
H 0.2144 3.5794 -3.1593 0.00
C -1.1850 -1.6954 -2.4749 0.05
H -2.7671 1.1519 -3.6201 0.00
Rh -0.2808 -0.3512 -1.3156 0.78
H 0.7311 -5.0252 0.4045 0.02
C -2.9581 0.9415 -1.4732 0.01
P 1.3249 2.0923 -1.6864 0.25
C -2.5570 -1.7991 -0.2853 0.01
H -3.6126 -1.4964 -0.2460 0.00
H 4.1094 -0.3283 0.6454 0.00
C 2.7221 3.2181 -1.9375 0.03
C -2.7253 0.3254 -2.8902 0.01
C 0.6638 -2.3211 1.4991 0.06
C 1.3177 2.5036 0.2304 0.28
H 3.9973 -1.1471 -0.9276 0.00
H -3.2888 -0.2035 2.6141 0.00
C -0.1282 2.9589 -2.3204 0.01
C 2.2072 -1.1984 0.2075 0.21



| no. | total energy (hartree) |
| --- | --- |
| 1 | -3363.1280 |
| 2 | -3056.1968 |
| 3 | -2724.7798 |
| 4 | -2506.4181 |
| 5 | -1887.4888 |